1.
C7H39NO13 | ωB97M-V with the def2-TZVPD basis set

```
! RIJCOSX wB97M-V def2-TZVPD def2/J DEFGRID3
* xyz 0 1
C -3.83 0.62 -1.79
C -2.42 0.66 -2.37
N -0.54 0.74 -0.18
C -0.82 -0.51 -0.78
C -1.82 -0.52 -1.78
C -2.19 -1.69 -2.57
C -2.71 -2.82 -2.04
C -0.04 -1.66 -0.19
H -4.29 1.71 -1.71
H -4.53 0.20 -2.48
H -3.78 -0.01 -0.87
H -2.66 0.53 -3.49
H -1.96 1.58 -2.11
H 0.46 1.09 -0.05
H -1.20 1.59 -0.07
H -1.92 -1.39 -3.51
H -3.10 -3.49 -2.86
H -3.21 -3.03 -1.23
H 0.88 -1.33 0.33
H 0.14 -2.37 -0.87
H -0.64 -2.02 0.65
H 1.29 2.73 -4.08
H 1.02 1.42 -3.57
O 1.44 2.18 -3.36
H 4.62 0.61 0.78
H 4.15 0.03 -0.54
O 4.82 -0.04 0.08
H -2.41 1.01 2.65
H -2.56 2.59 3.10
O -2.89 1.71 3.07
H -0.58 -0.71 -4.18
H 0.37 -0.27 -3.17
O 0.33 -0.47 -4.06
H 2.42 1.63 2.06
H 2.78 1.60 0.66
O 3.26 1.60 1.52
H -1.96 -1.65 5.00
H -0.52 -1.33 4.66
O -1.33 -0.95 4.75
H 0.10 4.25 3.67
H 0.71 3.19 2.74
O 0.01 3.75 2.83
H -1.95 -1.35 3.27
H -2.72 -1.90 1.94
O -1.90 -1.65 2.34
H 1.55 2.50 -0.76
H 2.29 1.63 -1.82
O 2.12 1.79 -0.91
H 2.94 0.08 -3.33
H 3.56 0.80 -2.02
O 3.62 0.00 -2.62
H 0.62 0.76 3.25
H 0.46 0.58 1.86
O 0.89 1.21 2.52
H 0.79 -3.93 2.68
H 1.37 -2.55 2.50
O 1.07 -3.10 3.18
H 3.57 -1.23 0.52
H 3.66 -2.51 1.56
O 3.15 -1.88 1.20
*
```

Values from the calculation:
HOMO = -7.87 eV
Lowest unoccupied orbital energy = 0.078 eV
Orbital gap = 7.95 eV

These are the Löwdin partial charges, in e, on atoms 1 to 5: -0.101 -0.253 0.059 -0.264 -0.318

---

2.
C7H3Cl2NO | ωB97M-V with the def2-TZVPD basis set

```
! RIJCOSX wB97M-V def2-TZVPD def2/J DEFGRID3
* xyz 0 1
O -2.12 -3.44 1.53
C -1.41 -2.79 0.95
N -0.60 -2.12 0.28
C -0.21 -0.81 0.08
C -0.70 0.24 0.89
C -0.22 1.56 0.64
C 0.74 1.74 -0.36
Cl 1.28 3.45 -0.67
C 1.18 0.74 -1.17
Cl 2.33 0.97 -2.46
C 0.59 -0.59 -0.88
H -1.53 0.03 1.58
H -0.61 2.40 1.15
H 1.28 -1.38 -1.56
*
```

Values from the calculation:
SMILES string = O=C=Nc1ccc(Cl)c(Cl)c1
HOMO = -9.27 eV
Lowest unoccupied orbital energy = 0.368 eV
Orbital gap = 9.64 eV

These are the Löwdin partial charges, in e, on atoms 1 to 5: 0.229 -0.283 0.171 -0.363 0.024

---

3.
C7H3Cl2O3S | ωB97M-V with the def2-TZVPD basis set

```
! RIJCOSX wB97M-V def2-TZVPD def2/J DEFGRID3
* xyz -1 1
O -0.30 -2.55 -1.50
C 0.51 -1.69 -1.39
C 1.41 -0.70 -1.21
C 1.32 0.19 -0.09
C 0.46 0.13 0.95
S -0.60 -1.23 1.43
C -2.20 -0.77 0.74
C -2.61 0.45 0.32
Cl -1.63 1.86 0.25
Cl -4.23 0.74 -0.22
C 2.29 1.39 0.01
O 2.07 2.23 0.87
O 3.36 1.22 -0.64
H 2.14 -0.48 -1.97
H 0.65 0.96 1.60
H -2.64 -1.75 0.84
*
```

Values from the calculation:
SMILES string = O=C=C/C(=C\SC=C(Cl)Cl)C(=O)[O-]
HOMO = -4.78 eV
Lowest unoccupied orbital energy = 2.730 eV
Orbital gap = 7.51 eV

These are the Löwdin partial charges, in e, on atoms 1 to 5: 0.106 -0.171 -0.050 -0.252 -0.467

---

4.
C7H3Cl3F6IN3O6S2Sr | ωB97M-V with the def2-TZVPD basis set

```
! RIJCOSX wB97M-V def2-TZVPD def2/J DEFGRID3
* xyz 0 1
Sr 0.75 0.02 0.11
F 4.05 1.40 3.22
C 4.24 1.51 1.92
F 4.79 2.68 1.64
F 5.01 0.54 1.48
S 2.59 1.42 1.06
O 2.75 0.66 -0.16
O 1.61 0.87 1.96
N 2.25 2.92 0.70
S 1.02 3.01 -0.26
O 0.50 4.32 -0.38
O 0.03 1.95 -0.05
C 1.66 2.56 -1.99
F 2.98 2.62 -2.06
F 1.15 3.41 -2.87
F 1.27 1.31 -2.37
I -5.48 0.19 -1.65
C -3.70 -0.29 -0.71
C -3.48 -0.38 0.64
N -2.18 -0.70 0.79
N -1.54 -0.81 -0.38
C -2.46 -0.56 -1.31
H -4.15 -0.24 1.47
H -1.67 -0.88 1.64
H -2.21 -0.62 -2.36
Cl 1.88 -2.05 -1.56
C 2.30 -3.03 -0.11
Cl 3.93 -3.61 -0.23
Cl 1.16 -4.37 0.00
C 2.08 -2.01 1.08
O 3.05 -1.54 1.65
O 0.84 -1.74 1.21
*
```

Values from the calculation:
HOMO = -9.59 eV
Lowest unoccupied orbital energy = 0.126 eV
Orbital gap = 9.72 eV

These are the Löwdin partial charges, in e, on atoms 1 to 5: 1.571 0.184 -0.666 0.160 0.193

---

5.
C7H3I2NO3S2 | ωB97M-V with the def2-TZVPD basis set

```
! RIJCOSX wB97M-V def2-TZVPD def2/J DEFGRID3
* xyz 0 1
O 2.23 2.75 -1.04
O 1.38 1.63 -3.06
S -1.52 -3.70 4.10
I 0.43 -0.11 3.74
I -1.62 -3.25 -1.44
C -1.22 -3.06 2.68
N -0.98 -2.52 1.65
O -0.13 3.18 -1.89
C 0.51 0.82 0.73
C -0.19 -0.37 -1.27
C 0.03 -0.25 1.51
C -0.70 -1.42 -0.48
C -0.55 -1.40 0.92
C 0.42 0.74 -0.65
S 1.08 2.09 -1.69
H 0.13 3.63 -2.70
H 0.99 1.65 1.25
H -0.28 -0.42 -2.34
*
```

Values from the calculation:
HOMO = -9.46 eV
Lowest unoccupied orbital energy = -1.208 eV
Orbital gap = 8.25 eV

These are the Löwdin partial charges, in e, on atoms 1 to 5: -0.299 -0.316 0.696 0.789 0.763

---

6.
C7H3MgNO5 | ωB97M-V with the def2-TZVPD basis set

```
! RIJCOSX wB97M-V def2-TZVPD def2/J DEFGRID3
* xyz 2 1
O 0.00 4.91 -1.57
C 0.00 3.84 -1.17
Mg 0.00 -1.09 -0.84
O 0.00 0.11 -4.15
C 0.00 -0.03 -3.00
C 0.00 -3.40 -1.14
O 0.00 -4.47 -1.57
C -2.31 -0.08 -1.08
O -3.35 0.11 -1.53
C 2.31 -0.08 -1.08
O 3.35 0.11 -1.53
C 0.00 0.03 3.60
C 0.00 0.04 2.14
N 0.00 -0.06 0.97
H -0.92 0.55 3.98
H 0.91 0.55 3.98
H 0.00 -1.04 3.96
*
```

Values from the calculation:
HOMO = -18.67 eV
Lowest unoccupied orbital energy = -8.861 eV
Orbital gap = 9.81 eV

These are the Löwdin partial charges, in e, on atoms 1 to 5: 0.041 -0.016 0.578 0.194 0.056

---

7.
C7H3NO | ωB97M-V with the def2-TZVPD basis set

```
! RIJCOSX wB97M-V def2-TZVPD def2/J DEFGRID3
* xyz 0 1
C -1.22 0.25 0.42
C -0.39 -0.65 0.98
C 0.81 -2.15 2.01
C -1.34 1.17 -0.58
C -0.21 1.32 -1.39
C 0.83 0.47 -1.01
C 0.55 -0.31 0.06
N -0.27 -1.59 1.98
O 1.84 -2.66 1.99
H -2.24 1.73 -0.73
H -0.14 2.01 -2.23
H 1.78 0.43 -1.50
*
```

Values from the calculation:
HOMO = -9.11 eV
Lowest unoccupied orbital energy = 0.488 eV
Orbital gap = 9.60 eV

These are the Löwdin partial charges, in e, on atoms 1 to 5: 0.102 -0.315 -0.297 -0.103 -0.070

---

8.
C7H3O4P | ωB97M-V with the def2-TZVPD basis set

```
! RIJCOSX wB97M-V def2-TZVPD def2/J DEFGRID3
* xyz -2 1
O 0.05 -2.77 -1.97
C 0.03 -2.46 -0.79
C -0.24 -1.49 0.19
C -1.31 -0.69 0.62
C -1.60 0.62 0.31
C -1.01 1.70 -0.41
P 0.54 2.30 -0.78
C 1.57 0.95 -0.43
C 2.62 0.92 0.53
O 2.88 0.45 1.62
O 3.21 1.53 -0.48
O -0.33 -3.04 0.40
H -1.91 -1.07 1.48
H -2.69 0.76 0.54
H -1.81 2.29 -0.83
*
```

Values from the calculation:
SMILES string = [O-]C1=C(/C=C\C=P/C2=C([O-])O2)O1
HOMO (spin up / spin down) = 1.23 / 1.22 eV
Lowest unoccupied orbital energy (spin up / spin down) = 6.443 / 6.443 eV
Orbital gap (spin up / spin down) = 5.22 / 5.22 eV

These are the Löwdin partial charges, in e, on atoms 1 to 5: 0.009 -0.516 -0.095 -0.161 -0.289

---

9.
C7H4 | ωB97M-V with the def2-TZVPD basis set

```
! RIJCOSX wB97M-V def2-TZVPD def2/J DEFGRID3
* xyz 0 1
C 0.08 -2.00 -1.23
C -0.87 -0.93 -0.84
C 0.47 -1.42 -0.08
C -1.03 -0.47 0.59
C 0.48 0.93 0.06
C -0.81 0.55 -0.47
C 0.49 -0.37 0.87
H 1.51 0.93 -0.51
H 0.42 1.97 0.59
H -1.53 1.12 -0.86
H 0.79 -0.31 1.87
*
```

Values from the calculation:
HOMO = -8.95 eV
Lowest unoccupied orbital energy = -0.810 eV
Orbital gap = 8.14 eV

These are the Löwdin partial charges, in e, on atoms 1 to 5: 0.121 -0.109 -0.100 0.048 -0.105

---

10.
C7H40O13 | ωB97M-V with the def2-TZVPD basis set

```
! RIJCOSX wB97M-V def2-TZVPD def2/J DEFGRID3
* xyz 0 1
C -0.77 0.09 -3.36
C -1.44 0.50 -2.03
C -0.76 -0.29 -0.89
C -1.35 -1.69 -0.78
C 0.09 -2.03 1.22
C -0.82 -2.50 0.38
C -1.34 -3.90 0.48
H -0.12 -0.78 -3.31
H -1.56 -0.06 -4.10
H -0.16 0.92 -3.74
H -1.29 1.55 -1.88
H -2.50 0.33 -1.81
H 0.31 -0.35 -1.07
H -0.79 0.16 0.12
H -1.07 -2.23 -1.70
H -2.44 -1.73 -0.70
H 0.68 -2.61 1.91
H 0.46 -1.03 0.98
H -1.29 -4.43 -0.47
H -2.34 -3.87 0.92
H -0.67 -4.49 1.11
H 3.15 -2.53 -2.48
H 2.19 -2.18 -3.64
O 2.31 -2.77 -2.89
H -4.18 0.20 4.30
H -4.12 -0.53 2.88
O -4.04 0.30 3.36
H 2.86 -1.65 0.16
H 3.06 -3.09 0.75
O 3.51 -2.31 0.41
H 1.50 3.22 -1.71
H 1.30 2.57 -3.00
O 2.04 2.87 -2.46
H -1.02 1.93 3.56
H -1.81 1.92 2.23
O -1.20 2.45 2.76
H 3.35 0.88 -1.10
H 4.03 0.27 0.04
O 3.64 0.00 -0.80
H 1.00 -5.09 -0.85
H 1.46 -3.66 -1.16
O 1.39 -4.31 -0.44
H -1.21 0.07 4.87
H -2.57 0.70 4.47
O -1.77 0.84 5.01
H -0.21 2.04 -0.54
H -0.45 3.69 -0.48
O 0.00 2.92 -0.85
H -4.46 2.85 0.81
H -2.95 2.60 0.78
O -3.80 2.16 0.77
H 2.35 0.72 -3.56
H 3.31 -0.08 -2.70
O 3.08 0.12 -3.62
H 2.34 1.94 1.78
H 0.89 1.94 1.65
O 1.64 1.37 1.44
H -1.21 3.69 2.25
H -1.09 4.90 1.36
O -1.52 4.03 1.39
*
```

Values from the calculation:
HOMO = -9.13 eV
Lowest unoccupied orbital energy = -0.074 eV
Orbital gap = 9.06 eV

These are the Löwdin partial charges, in e, on atoms 1 to 5: -0.069 -0.224 -0.238 -0.166 0.032

---

11.
C7H44Cl2NO17 | ωB97M-V with the def2-TZVPD basis set

```
! RIJCOSX wB97M-V def2-TZVPD def2/J DEFGRID3
* xyz 1 1
C -2.00 -2.13 -0.35
C -1.13 -3.34 -0.34
Cl -1.95 -4.77 -0.76
C 0.17 -3.34 -0.08
Cl 1.11 -4.77 -0.09
C 0.94 -2.11 0.24
C 0.80 -1.72 1.70
N 1.42 -0.36 1.94
C 2.17 0.24 0.79
C 1.46 0.05 -0.55
O 0.57 -1.05 -0.60
H -1.77 -1.55 -1.24
H -3.04 -2.42 -0.42
H -1.85 -1.50 0.52
H 1.99 -2.35 0.07
H 1.36 -2.46 2.27
H -0.22 -1.73 2.06
H 0.71 0.29 2.30
H 2.08 -0.46 2.71
H 2.26 1.30 0.98
H 3.18 -0.15 0.80
H 2.24 -0.09 -1.31
H 0.91 0.95 -0.81
O -1.15 -3.83 2.86
H -1.89 -4.40 2.62
H -0.48 -3.99 2.19
O -0.67 -3.10 -3.51
H -1.02 -3.57 -2.74
H 0.15 -3.56 -3.72
O -2.89 -1.65 -5.13
H -3.70 -1.49 -4.64
H -2.29 -2.09 -4.52
O -4.01 -4.44 2.79
H -4.60 -4.79 2.11
H -4.45 -4.67 3.63
O 0.85 3.08 -0.09
H 0.81 3.46 -0.98
H -0.04 3.23 0.26
O 4.76 1.71 1.66
H 5.61 1.64 1.20
H 4.69 2.65 1.83
O 1.07 6.20 0.37
H 1.13 5.24 0.32
H 0.17 6.41 0.09
O -4.67 -6.68 4.56
H -4.88 -7.09 5.40
H -3.76 -6.95 4.38
O -0.88 0.45 -3.82
H -1.67 0.52 -4.39
H -0.46 -0.37 -4.11
O -2.87 1.15 -5.92
H -3.11 0.34 -6.39
H -3.52 1.81 -6.18
O 7.60 2.72 1.44
H 8.41 2.60 0.94
H 7.55 3.67 1.60
O 1.61 1.30 4.64
H 1.59 0.67 5.37
H 2.55 1.35 4.40
O -3.49 -1.45 2.52
H -3.53 -2.41 2.41
H -4.37 -1.15 2.26
O -0.69 7.17 -1.65
H 0.10 7.09 -2.21
H -0.77 8.12 -1.51
O 2.12 7.45 -1.94
H 2.01 7.08 -1.04
H 3.02 7.27 -2.20
O -0.15 2.11 -1.25
H -0.40 1.35 -1.81
H -0.72 2.82 -1.57
*
```

Values from the calculation:
HOMO = -11.78 eV
Lowest unoccupied orbital energy = -2.486 eV
Orbital gap = 9.30 eV

These are the Löwdin partial charges, in e, on atoms 1 to 5: -0.078 -0.769 0.774 -0.701 0.759

---

12.
C7H4BF5 | ωB97M-V with the def2-TZVPD basis set

```
! RIJCOSX wB97M-V def2-TZVPD def2/J DEFGRID3
* xyz 0 1
B -0.15 -1.47 2.48
C 0.13 -0.97 -0.56
C 1.31 -0.28 -0.68
C -0.93 -0.55 -1.35
C 1.44 0.81 -1.58
C -0.85 0.45 -2.27
C 0.39 1.08 -2.42
C -0.43 -0.17 3.11
F 2.35 -0.54 0.13
F -2.15 -1.12 -1.15
F 2.50 1.49 -1.78
F -1.93 0.84 -2.91
F 0.43 2.01 -3.35
H -0.42 -2.54 2.48
H 0.40 0.56 3.06
H -0.80 0.03 4.12
H -1.27 0.37 2.67
*
```

Values from the calculation:
HOMO (spin up / spin down) = -8.54 / -8.54 eV
Lowest unoccupied orbital energy (spin up / spin down) = -1.840 / -1.836 eV
Orbital gap (spin up / spin down) = 6.70 / 6.71 eV

These are the Löwdin partial charges, in e, on atoms 1 to 5: 0.313 0.092 -0.285 -0.269 -0.211